Computed, not measured: a cluster of 11 separate species, C12H46N14O11 in total in a non-equilibrium geometry, with ωB97M-V with the def2-TZVPD basis set.

Geometry (Å):
N1 -1.20 -0.53 -2.81
C1 -2.02 -0.30 -3.81
N2 -3.22 -0.35 -3.34
O1 -1.75 0.03 -5.12
H1 -0.26 -0.71 -3.03
H2 -1.38 -0.48 -1.77
H3 -4.03 -0.16 -3.99
H4 -3.44 -0.53 -2.38
N3 -0.82 2.05 2.78
C2 -0.46 3.29 2.58
N4 -1.41 4.03 2.01
O2 0.81 3.69 2.95
H5 -0.08 1.39 2.94
H6 -1.77 1.64 2.58
H7 -0.97 4.95 1.96
H8 -2.38 3.97 2.14
N5 0.67 -4.13 0.76
C3 0.93 -3.37 -0.26
N6 2.13 -2.78 -0.09
O3 0.33 -3.57 -1.50
H9 -0.24 -4.62 0.69
H10 1.33 -4.33 1.53
H11 2.24 -2.12 -0.86
H12 2.38 -2.26 0.77
N7 3.69 0.51 2.12
C4 2.61 -0.07 2.54
N8 2.62 -1.35 2.36
O4 1.60 0.64 3.16
H13 3.74 1.54 2.32
H14 4.48 -0.03 1.71
H15 1.81 -1.98 2.65
H16 3.53 -1.74 1.92
N9 -2.26 2.34 -2.39
C5 -1.85 3.18 -1.46
N10 -1.54 2.61 -0.33
O5 -1.90 4.59 -1.67
H17 -2.45 2.82 -3.25
H18 -1.97 1.37 -2.34
H19 -1.41 3.19 0.55
H20 -1.59 1.62 -0.20
N11 3.16 -2.19 -4.72
C6 2.32 -2.38 -3.74
N12 2.61 -3.44 -3.04
O6 1.25 -1.53 -3.56
H21 2.99 -1.42 -5.41
H22 3.40 -3.04 -5.22
H23 1.96 -3.71 -2.27
H24 3.53 -3.91 -3.05
N13 0.27 -2.55 3.24
C7 -0.85 -1.96 3.10
N14 -0.96 -1.11 4.07
O7 -1.72 -2.17 2.07
H25 0.46 -3.33 2.57
H26 0.77 -2.55 4.16
H27 -1.90 -0.63 4.17
H28 -0.20 -0.83 4.77
C8 -4.63 -0.35 0.14
C9 -4.27 0.85 0.99
O8 -3.22 0.60 1.85
H29 -3.79 -0.81 -0.35
H30 -5.41 -0.10 -0.58
H31 -4.97 -1.24 0.76
H32 -5.07 1.20 1.60
H33 -4.12 1.75 0.32
H34 -3.56 0.24 2.66
C10 3.14 0.58 -1.76
O9 3.38 -0.17 -0.58
H35 2.16 1.00 -1.72
H36 3.04 -0.01 -2.72
H37 3.83 1.35 -1.97
H38 3.23 0.43 0.19
C11 2.05 3.18 0.24
O10 1.29 3.23 -0.96
H39 3.13 3.04 0.04
H40 1.75 2.37 0.90
H41 1.90 4.13 0.71
H42 0.38 2.96 -0.79
C12 0.08 -0.32 0.14
O11 -1.34 -0.11 -0.10
H43 0.62 -0.58 -0.80
H44 0.21 -1.17 0.86
H45 0.40 0.63 0.62
H46 -1.86 -0.03 0.73

## Properties
E   -2078.931794 Eh
SMILES   NC(N)=O.NC(N)=O.NC(N)=O.NC(N)=O.NC(N)=O.NC(N)=O.NC(N)=O.CCO.CO.CO.CO
Energy above the lowest of the compared OMol25 structures with the same formula, charge and spin   10.178 eV
LUMO   -0.583 eV

Computed, not measured: a cluster of 10 separate species, C12H47N3O10 in total, with ωB97M-V with the def2-TZVPD basis set.

Geometry (Å):
C1 -30.74 -8.44 2.62
O1 -31.89 -8.09 1.87
C2 -31.64 -8.24 0.48
C3 -32.92 -7.95 -0.27
C4 -33.86 -9.14 -0.26
N1 -32.62 -7.60 -1.67
H1 -30.46 -9.49 2.54
H2 -30.92 -8.18 3.67
H3 -29.92 -7.79 2.30
H4 -30.88 -7.52 0.16
H5 -31.24 -9.24 0.25
H6 -33.43 -7.12 0.25
H7 -33.40 -10.02 -0.71
H8 -34.73 -8.93 -0.90
H9 -34.23 -9.35 0.74
H10 -33.49 -7.24 -2.06
H11 -32.08 -6.73 -1.65
C5 -28.98 -11.45 -0.75
O2 -28.02 -11.26 -1.78
C6 -27.69 -12.46 -2.44
C7 -27.04 -12.12 -3.78
C8 -25.71 -11.43 -3.54
N2 -27.88 -11.28 -4.63
H12 -29.04 -10.58 -0.10
H13 -28.72 -12.30 -0.12
H14 -29.94 -11.63 -1.25
H15 -27.04 -13.11 -1.83
H16 -28.58 -13.10 -2.54
H17 -26.88 -13.06 -4.31
H18 -25.26 -11.11 -4.48
H19 -24.95 -12.06 -3.06
H20 -25.85 -10.51 -2.97
H21 -27.91 -10.35 -4.23
H22 -28.82 -11.65 -4.55
C9 -22.15 -13.33 5.31
O3 -23.53 -13.21 5.10
C10 -23.87 -12.36 4.04
C11 -25.29 -12.71 3.57
C12 -26.24 -12.96 4.74
N3 -25.31 -13.89 2.69
H23 -21.61 -13.79 4.47
H24 -21.97 -13.96 6.18
H25 -21.69 -12.36 5.55
H26 -23.80 -11.29 4.30
H27 -23.16 -12.50 3.22
H28 -25.70 -11.90 2.96
H29 -27.25 -13.01 4.34
H30 -26.16 -12.19 5.51
H31 -26.01 -13.92 5.21
H32 -24.89 -14.68 3.18
H33 -24.68 -13.76 1.90
O4 -30.69 -15.17 2.51
H34 -29.77 -14.99 2.27
H35 -31.12 -15.46 1.70
O5 -27.92 -14.68 2.09
H36 -26.98 -14.38 2.23
H37 -27.90 -15.33 1.38
O6 -27.33 -10.10 2.20
H38 -26.88 -10.40 1.40
H39 -28.12 -10.66 2.25
O7 -29.73 -14.17 5.39
H40 -30.52 -14.15 4.83
H41 -29.25 -14.95 5.10
O8 -29.32 -12.09 2.36
H42 -29.10 -13.03 2.26
H43 -29.41 -11.98 3.32
O9 -31.81 -11.90 0.79
H44 -32.47 -12.35 1.32
H45 -30.98 -12.03 1.26
O10 -29.54 -11.35 5.18
H46 -29.56 -12.29 5.42
H47 -28.64 -11.07 5.34

## Properties
E   -1402.039110 Eh
SMILES   COC[C@H](C)N.COC[C@H](C)N.COC[C@H](C)N.O.O.O.O.O.O.O
Energy above the lowest of the compared OMol25 structures with the same formula, charge and spin   0.000 eV
LUMO   0.011 eV

Computed, not measured: a cluster of 12 separate species, C12H48N6O12 in total in a non-equilibrium geometry, with ωB97M-V with the def2-TZVPD basis set.

Geometry (Å):
N1 7.96 -10.06 -11.37
C1 7.46 -10.94 -12.25
N2 6.42 -10.46 -12.91
O1 7.88 -12.03 -12.36
H1 7.51 -9.17 -11.23
H2 8.64 -10.46 -10.74
H3 5.77 -11.13 -13.29
H4 5.97 -9.67 -12.46
N3 6.78 -11.33 -6.89
C2 7.14 -10.69 -7.94
N4 6.30 -10.87 -8.94
O2 8.16 -10.02 -8.02
H5 7.42 -11.18 -6.11
H6 6.20 -12.15 -6.97
H7 6.64 -10.61 -9.85
H8 5.56 -11.53 -8.78
N5 10.30 -8.06 -8.38
C3 11.09 -8.66 -9.25
N6 10.62 -9.82 -9.52
O3 12.13 -8.24 -9.64
H9 9.39 -8.43 -8.18
H10 10.63 -7.19 -7.99
H11 11.26 -10.42 -10.02
H12 9.73 -10.16 -9.20
C4 13.25 -11.87 -10.19
O4 11.95 -11.91 -10.73
H13 13.17 -11.32 -9.25
H14 13.67 -12.88 -10.14
H15 13.91 -11.29 -10.84
H16 11.71 -12.82 -10.94
C5 6.08 -14.83 -5.22
O5 5.29 -13.66 -5.46
H17 6.67 -15.05 -6.11
H18 6.69 -14.71 -4.32
H19 5.51 -15.76 -5.12
H20 4.50 -13.99 -5.89
C6 7.82 -17.99 -7.82
O6 8.58 -16.74 -7.64
H21 6.96 -17.83 -7.16
H22 7.37 -18.24 -8.78
H23 8.30 -18.85 -7.35
H24 8.13 -16.11 -8.21
C7 9.00 -13.85 -8.98
O7 7.78 -14.52 -8.73
H25 9.86 -14.31 -8.51
H26 9.23 -13.84 -10.05
H27 8.92 -12.77 -8.85
H28 7.01 -13.98 -8.55
C8 10.98 -12.03 -6.55
O8 10.96 -11.98 -5.10
H29 10.26 -12.72 -6.98
H30 10.84 -11.10 -7.11
H31 11.99 -12.32 -6.84
H32 11.79 -11.60 -4.80
C9 12.27 -15.90 -7.84
O9 11.61 -17.09 -8.01
H33 12.40 -15.55 -6.81
H34 13.26 -15.88 -8.31
H35 11.69 -15.17 -8.41
H36 10.65 -17.10 -7.90
C10 3.85 -12.36 -9.66
O10 4.61 -13.05 -8.65
H37 3.31 -13.17 -10.15
H38 3.22 -11.63 -9.15
H39 4.32 -11.74 -10.42
H40 3.97 -13.40 -8.02
C11 11.55 -15.66 -11.37
O11 12.59 -14.66 -11.53
H41 11.15 -15.49 -10.38
H42 10.81 -15.44 -12.14
H43 12.00 -16.63 -11.55
H44 13.05 -14.75 -12.37
C12 5.00 -16.07 -9.83
O12 5.93 -15.65 -10.84
H45 4.89 -15.44 -8.94
H46 4.04 -16.14 -10.34
H47 5.27 -17.08 -9.51
H48 6.43 -14.97 -10.39

## Properties
E   -1717.305370 Eh
SMILES   NC(N)=O.NC(N)=O.NC(N)=O.CO.CO.CO.CO.CO.CO.CO.CO.CO
Energy above the lowest of the compared OMol25 structures with the same formula, charge and spin   3.062 eV
LUMO   -0.443 eV

Computed, not measured: a structure of composition C12H4BrF9NO2PdS5 in a non-equilibrium geometry, with ωB97M-V with the def2-TZVPD basis set.

Geometry (Å):
Pd1 1.36 1.60 -0.48
O1 2.42 -2.82 3.61
C1 2.14 -1.81 2.74
C2 0.83 -1.62 2.27
C3 0.54 -0.60 1.38
N1 1.51 0.32 1.08
C4 2.76 0.11 1.58
Br1 4.07 1.50 1.50
C5 3.17 -0.93 2.35
H1 1.68 -3.35 3.95
H2 0.07 -2.32 2.62
H3 -0.58 -0.58 0.75
H4 4.22 -1.15 2.59
S1 2.38 6.06 -5.95
C6 2.15 5.16 -4.58
S2 0.63 4.84 -3.92
C7 1.10 3.67 -2.72
C8 2.50 3.36 -2.76
S3 3.24 2.11 -1.86
S4 3.49 4.33 -3.78
S5 -0.02 2.77 -1.78
F1 -3.74 0.56 -0.79
C9 -3.50 -0.77 -1.06
F2 -4.67 -1.44 -1.23
F3 -2.83 -0.85 -2.21
C10 -2.52 -1.26 0.14
O2 -1.57 -0.29 0.17
C11 -1.90 -2.64 -0.17
F4 -1.39 -3.11 0.97
F5 -2.75 -3.54 -0.68
F6 -0.92 -2.43 -1.07
C12 -3.32 -1.22 1.51
F7 -2.38 -1.06 2.45
F8 -4.18 -0.22 1.52
F9 -3.97 -2.36 1.87

## Properties
Charge   -1
Multiplicity   3
E   -6256.626051 Eh
⟨S²⟩   2.027
Energy above the lowest of the compared OMol25 structures with the same formula, charge and spin   0.996 eV
LUMO (spin up / spin down)   2.011 / 0.610 eV

Computed, not measured: a cluster of 15 separate species, C12H54N24O15 in total in a non-equilibrium geometry, with ωB97M-V with the def2-TZVPD basis set.

Geometry (Å):
O1 1.34 -4.78 -1.01
H1 0.62 -4.91 -0.39
H2 1.75 -5.65 -1.11
O2 -1.89 -0.44 3.63
H3 -1.94 0.43 3.21
H4 -1.60 -1.04 2.92
O3 2.75 -1.81 -1.35
H5 1.98 -2.34 -1.08
H6 2.92 -2.05 -2.29
C1 -2.05 -5.30 0.78
O4 -1.10 -6.04 0.49
N1 -3.25 -5.40 0.24
N2 -2.04 -4.28 1.67
H7 -4.15 -5.07 0.64
H8 -3.41 -6.20 -0.35
H9 -2.85 -3.78 2.01
H10 -1.27 -4.23 2.33
C2 -0.57 2.54 3.09
O5 -1.75 2.31 3.04
N3 0.46 1.87 3.77
N4 -0.24 3.63 2.39
H11 1.40 1.95 3.42
H12 0.06 1.08 4.25
H13 -0.98 4.21 2.02
H14 0.73 3.93 2.44
C3 -1.09 2.05 -1.66
O6 -0.36 2.17 -2.65
N5 -1.01 2.70 -0.45
N6 -2.16 1.25 -1.80
H15 -1.50 2.32 0.33
H16 -0.24 3.29 -0.26
H17 -2.37 0.80 -2.69
H18 -2.91 1.26 -1.13
C4 4.14 -0.85 1.71
O7 3.88 0.16 1.10
N7 4.76 -1.03 2.90
N8 3.77 -2.15 1.25
H19 4.55 -1.70 3.64
H20 5.19 -0.18 3.33
H21 4.17 -3.02 1.59
H22 3.39 -2.19 0.35
C5 -2.97 -2.22 -2.08
O8 -2.61 -1.64 -3.10
N9 -3.80 -3.27 -2.22
N10 -2.64 -1.88 -0.79
H23 -3.84 -3.78 -1.36
H24 -3.74 -3.90 -3.03
H25 -2.06 -1.08 -0.58
H26 -2.68 -2.63 -0.14
C6 4.30 0.84 -3.79
O9 4.71 1.98 -4.11
N11 4.57 0.32 -2.50
N12 3.53 0.14 -4.68
H27 4.02 -0.45 -2.17
H28 4.67 1.08 -1.82
H29 3.38 -0.84 -4.57
H30 3.68 0.43 -5.62
C7 -5.12 2.42 0.78
O10 -5.79 1.57 1.32
N13 -4.02 3.00 1.23
N14 -5.49 2.88 -0.53
H31 -3.44 3.36 0.53
H32 -3.49 2.68 2.06
H33 -5.32 3.85 -0.74
H34 -6.46 2.63 -0.49
C8 0.99 -1.88 -4.07
O11 2.14 -2.30 -4.11
N15 0.65 -0.74 -3.35
N16 -0.04 -2.60 -4.64
H35 -0.29 -0.43 -3.50
H36 1.35 -0.05 -3.27
H37 0.32 -3.45 -5.11
H38 -1.00 -2.32 -4.53
C9 2.68 3.69 -1.34
O12 1.88 3.88 -0.40
N17 3.99 4.15 -1.28
N18 2.35 3.06 -2.44
H39 4.33 4.65 -0.43
H40 4.56 4.19 -2.15
H41 1.33 2.87 -2.56
H42 2.92 3.02 -3.27
C10 -5.10 -1.79 1.80
O13 -4.36 -2.76 1.60
N19 -5.19 -1.17 3.02
N20 -5.99 -1.31 0.89
H43 -4.33 -1.33 3.50
H44 -5.41 -0.18 2.86
H45 -5.95 -1.79 0.05
H46 -6.43 -0.41 0.94
C11 4.28 3.45 3.21
O14 4.83 2.70 4.04
N21 4.27 4.78 3.43
N22 3.52 3.01 2.12
H47 3.54 5.45 3.05
H48 4.80 4.98 4.25
H49 2.99 3.52 1.46
H50 3.57 2.06 1.85
C12 0.31 -0.23 0.90
O15 -0.89 -0.03 0.89
N23 1.26 0.59 0.54
N24 0.73 -1.53 1.33
H51 2.20 0.14 0.38
H52 1.04 1.35 0.01
H53 0.03 -2.22 1.41
H54 1.62 -1.97 1.03

## Properties
E   -2932.958146 Eh
Energy above the lowest of the compared OMol25 structures with the same formula, charge and spin   0.000 eV
LUMO   0.399 eV

Computed, not measured: a structure of composition C12H5Cl2F5GaNO4S6, with ωB97M-V with the def2-TZVPD basis set.

Geometry (Å):
Ga1 -4.54 0.07 1.04
O1 -6.50 -1.08 7.26
C1 -6.10 -0.81 6.16
S1 -4.62 -1.47 5.45
C2 -4.73 -0.64 3.91
C3 -5.79 0.16 3.72
S2 -6.14 1.12 2.29
S3 -6.94 0.27 5.04
S4 -3.42 -0.90 2.77
F1 9.04 1.20 -4.60
C4 7.91 0.86 -3.94
C5 7.60 -0.46 -3.69
F2 8.45 -1.43 -4.11
C6 6.43 -0.80 -3.02
F3 6.22 -2.11 -2.83
C7 5.50 0.15 -2.56
S5 4.04 -0.29 -1.75
C8 5.87 1.48 -2.84
F4 5.07 2.49 -2.46
C9 7.02 1.83 -3.50
F5 7.31 3.13 -3.74
Cl1 0.58 -0.86 2.99
C10 -0.15 -2.20 2.09
Cl2 -0.61 -1.73 0.45
H1 -1.05 -2.51 2.61
H2 0.58 -3.00 2.02
O2 -6.20 -2.40 -2.14
S6 -5.45 -1.33 -1.48
N1 -5.45 -1.30 0.00
C11 -1.27 1.90 -0.84
O3 -2.13 1.19 0.06
C12 -3.46 1.28 -0.17
O4 -3.91 1.98 -1.05
H3 -0.26 1.62 -0.56
H4 -1.41 2.97 -0.73
H5 -1.47 1.62 -1.87

## Properties
Charge   -2
E   -6549.792996 Eh
Energy above the lowest of the compared OMol25 structures with the same formula, charge and spin   0.000 eV
LUMO   3.874 eV

Computed, not measured: a structure of composition C12H6ClN2O4S3Se4Tc in a non-equilibrium geometry, with ωB97M-V with the def2-TZVPD basis set.

Geometry (Å):
Tc1 -1.53 -2.28 0.08
O1 -1.68 2.63 3.56
C1 -1.90 2.96 2.28
O2 -2.44 3.98 1.97
C2 -1.32 1.97 1.31
C3 -0.05 2.00 0.80
Cl1 1.14 3.20 0.94
N1 0.15 0.87 0.09
N2 -0.95 0.09 0.12
C4 -1.83 0.75 0.86
C5 -3.10 0.04 1.22
O3 -4.02 0.63 1.74
O4 -3.06 -1.22 0.91
C6 1.27 0.56 -0.75
C7 1.10 0.59 -2.13
C8 2.17 0.25 -2.94
C9 3.39 -0.09 -2.38
C10 3.55 -0.10 -1.00
C11 2.48 0.23 -0.17
H1 -1.33 1.71 3.61
H2 0.13 0.82 -2.54
H3 2.04 0.23 -4.01
H4 4.22 -0.36 -3.01
H5 4.50 -0.37 -0.56
H6 2.57 0.20 0.90
S1 -0.39 -2.03 -4.29
C12 -0.81 -2.14 -2.72
S2 -2.38 -1.81 -2.04
S3 0.24 -2.52 -1.38
Se1 -2.06 -4.30 0.61
Se2 0.62 -3.90 2.97
Se3 -0.85 -0.77 3.86
Se4 0.14 -1.82 2.09

## Properties
Charge   -1
Multiplicity   2
E   -12212.812964 Eh
⟨S²⟩   0.759
Energy above the lowest of the compared OMol25 structures with the same formula, charge and spin   1.934 eV
LUMO (spin up / spin down)   0.658 / -0.143 eV

Computed, not measured: a structure of composition C12H6F2N3O2S in a non-equilibrium geometry, with ωB97M-V with the def2-TZVPD basis set.

Geometry (Å):
F1 3.20 2.34 1.32
C1 2.66 1.07 1.31
F2 3.38 0.22 2.11
S1 0.88 1.09 1.81
N1 2.07 -1.48 -2.33
C2 1.62 -2.35 -1.34
O1 2.02 -3.47 -1.06
C3 0.58 -1.62 -0.51
C4 0.86 -0.31 -0.71
C5 0.30 0.76 0.17
C6 -1.11 0.30 0.86
C7 -1.31 -1.18 0.91
C8 -0.51 -2.07 0.29
C9 1.49 -0.23 -2.10
O2 1.38 0.70 -2.89
H1 2.70 0.71 0.28
H2 0.24 1.76 -0.32
H3 -1.28 0.75 1.88
H4 -2.17 -1.52 1.51
H5 -0.63 -3.15 0.36
C10 -2.06 0.92 -0.13
C11 -2.28 2.36 0.01
N2 -2.53 3.50 -0.05
C12 -3.40 0.32 -0.10
N3 -4.46 -0.17 -0.14
H6 -1.61 0.74 -1.14

## Properties
Charge   -1
E   -1373.538638 Eh
Energy above the lowest of the compared OMol25 structures with the same formula, charge and spin   0.000 eV
LUMO   2.144 eV

Computed, not measured: a cluster of 2 separate species, C12H6N5O8 in total in a non-equilibrium geometry, with ωB97M-V with the def2-TZVPD basis set.

Geometry (Å):
C1 -1.31 0.11 2.69
C2 -1.45 1.34 2.11
C3 -2.03 1.46 0.83
N1 -2.13 2.71 0.18
O1 -2.62 2.74 -0.98
O2 -1.72 3.75 0.75
C4 -2.50 0.32 0.15
C5 -2.38 -0.92 0.72
C6 -1.77 -1.11 2.02
O3 -1.64 -2.26 2.54
H1 -0.86 -0.03 3.67
H2 -1.10 2.23 2.62
H3 -2.93 0.44 -0.83
H4 -2.74 -1.80 0.19
O4 -3.30 -5.50 -2.79
N2 -3.89 -5.30 -1.71
O5 -5.14 -5.38 -1.59
C7 -3.19 -4.94 -0.48
C8 -4.04 -4.69 0.60
C9 -3.51 -4.30 1.86
N3 -4.41 -4.18 2.98
O6 -5.65 -4.23 2.77
O7 -3.92 -4.05 4.12
C10 -2.12 -4.17 2.12
C11 -1.26 -4.61 1.07
N4 0.10 -4.78 1.12
O8 0.43 -5.13 -0.20
N5 -0.69 -5.19 -1.05
C12 -1.74 -4.87 -0.25
H5 -5.11 -4.80 0.48
H6 -1.75 -4.34 3.14

## Properties
Charge   -1
E   -1336.282547 Eh
Energy above the lowest of the compared OMol25 structures with the same formula, charge and spin   0.000 eV
LUMO   0.892 eV